# C5H11NO

A 2-piece molecular cluster, C5H11NO overall at a distorted geometry (the ωB97M-V functional and the def2-TZVPD basis, OMol25).

Last columns: bonded neighbours and bond lengths (Å).
Element x y z (Å)
1 C -0.36346 1.21870 -0.05358  C2 1.338, C4 1.510, H7 1.085
2 C 0.41578 1.92443 0.77352  C1 1.338, N3 1.405, H8 1.083
3 N -0.04776 3.06987 1.44202  C2 1.405, H9 1.009, H10 1.011
4 C -0.30227 -0.25451 -0.38112  C1 1.510, C5 1.532, H11 1.089, H12 1.103
5 C -1.65237 -0.93644 -0.62488  C4 1.532, C6 1.323, H13 1.098
6 C -2.85611 -0.41051 -0.78323  C5 1.323, H14 1.083, H15 1.082
7 H -1.19530 1.75542 -0.49700  C1 1.085
8 H 1.39764 1.59453 1.09070  C2 1.083
9 H 0.66612 3.72936 1.71372  N3 1.009
10 H -0.77927 3.59621 0.98352  N3 1.011
11 H 0.21284 -0.87638 0.34880  C4 1.089
12 H 0.23772 -0.31628 -1.34105  C4 1.103
13 H -1.45085 -2.00384 -0.46516  C5 1.098
14 H -3.61838 -0.96824 -1.31250  C6 1.083
15 H -2.99298 0.62778 -0.50968  C6 1.082
16 H 4.08445 -4.56827 0.22673  O18 0.956
17 H 4.40043 -3.52677 -0.68918  O18 0.957
18 O 3.84376 -3.65506 0.07837  H16 0.956, H17 0.957

E   -8898.816 eV
Energy above the lowest of the compared OMol25 structures with the same formula, charge and spin   278.04 kJ/mol
SMILES   C=CC/C=C/N.O
HOMO energy   -7.8 eV
Charge   0
HOMO-LUMO gap   8.8 eV

# C44H121N11O11

A 11-piece molecular cluster, C44H121N11O11 overall at a distorted geometry (the ωB97M-V functional and the def2-TZVPD basis, OMol25).

Last columns: bonded neighbours and bond lengths (Å).
Element x y z (Å)
1 C 10.09225 -7.31687 -24.90240  C2 1.510, H7 1.093, H8 1.089, H9 1.096
2 C 11.40294 -7.21977 -24.15809  C1 1.510, C3 1.508, N6 1.483, H10 1.100
3 C 11.80266 -8.55898 -23.59166  C2 1.508, O4 1.434, H11 1.095, H12 1.102
4 O 12.88450 -8.37463 -22.66912  C3 1.434, C5 1.397
5 C 13.37504 -9.61381 -22.24866  O4 1.397, H13 1.101, H14 1.101, H15 1.086
6 N 12.53410 -6.76311 -25.00123  C2 1.483, H16 1.020, H17 1.019
7 H 9.88313 -6.37129 -25.41021  C1 1.093
8 H 9.26331 -7.65945 -24.28533  C1 1.089
9 H 10.11732 -8.00163 -25.75828  C1 1.096
10 H 11.31836 -6.57399 -23.27188  C2 1.100
11 H 12.07999 -9.31347 -24.33586  C3 1.095
12 H 10.98703 -9.00026 -22.99556  C3 1.102
13 H 13.70638 -10.28776 -23.05311  C5 1.101
14 H 12.57581 -10.21051 -21.78160  C5 1.101
15 H 14.20841 -9.47923 -21.56497  C5 1.086
16 H 13.33989 -6.82108 -24.37829  N6 1.020
17 H 12.43094 -5.75625 -25.12125  N6 1.019
18 C 8.33379 -11.17064 -22.08006  C19 1.524, H24 1.098, H25 1.091, H26 1.088
19 C 7.39712 -11.64938 -23.18224  C18 1.524, C20 1.541, N23 1.466, H27 1.098
20 C 6.43403 -12.73310 -22.65938  C19 1.541, O21 1.414, H28 1.091, H29 1.103
21 O 7.23348 -13.77572 -22.13700  C20 1.414, C22 1.399
22 C 6.50066 -14.93577 -21.86636  O21 1.399, H30 1.095, H31 1.095, H32 1.097
23 N 6.62755 -10.53516 -23.74424  C19 1.466, H33 1.015, H34 1.019
24 H 9.05969 -10.47484 -22.52126  C18 1.098
25 H 8.96337 -11.98154 -21.71223  C18 1.091
26 H 7.79108 -10.60719 -21.32329  C18 1.088
27 H 7.97450 -12.12605 -23.98534  C19 1.098
28 H 5.75012 -13.10659 -23.42274  C20 1.091
29 H 5.94970 -12.22210 -21.81059  C20 1.103
30 H 7.16270 -15.74044 -21.53139  C22 1.095
31 H 6.04694 -15.41252 -22.74159  C22 1.095
32 H 5.75502 -14.80852 -21.07247  C22 1.097
33 H 5.67719 -10.56954 -23.38907  N23 1.015
34 H 6.94229 -9.64690 -23.35753  N23 1.019
35 C 9.57824 -17.68159 -27.93578  C36 1.514, H41 1.099, H42 1.091, H43 1.094
36 C 9.85924 -16.72175 -26.79848  C35 1.514, C37 1.523, N40 1.479, H44 1.090
37 C 9.84116 -17.45550 -25.46391  C36 1.523, O38 1.413, H45 1.102, H46 1.100
38 O 9.66444 -16.55534 -24.38936  C37 1.413, C39 1.403
39 C 9.48225 -17.20489 -23.15872  O38 1.403, H47 1.091, H48 1.100, H49 1.095
40 N 11.17343 -16.09704 -27.06179  C36 1.479, H50 1.015, H51 1.014
41 H 8.61437 -18.20697 -27.88163  C35 1.099
42 H 10.32886 -18.44781 -28.13251  C35 1.091
43 H 9.45028 -17.14159 -28.87856  C35 1.094
44 H 9.12726 -15.91411 -26.80334  C36 1.090
45 H 10.80425 -17.97101 -25.31956  C37 1.102
46 H 9.08524 -18.25491 -25.44005  C37 1.100
47 H 9.63547 -16.47786 -22.36032  C39 1.091
48 H 10.25182 -17.97468 -22.99982  C39 1.100
49 H 8.49190 -17.66433 -23.07431  C39 1.095
50 H 11.25725 -15.20638 -26.58207  N40 1.015
51 H 11.90862 -16.68485 -26.68381  N40 1.014
52 C 6.44316 -15.22625 -14.58884  C53 1.523, H58 1.085, H59 1.096, H60 1.093
53 C 6.51543 -16.00597 -15.89520  C52 1.523, C54 1.536, N57 1.458, H61 1.096
54 C 7.95778 -15.97392 -16.42209  C53 1.536, O55 1.404, H62 1.104, H63 1.098
55 O 8.17212 -16.62421 -17.64733  C54 1.404, C56 1.423
56 C 7.84880 -15.86449 -18.80674  O55 1.423, H64 1.095, H65 1.088, H66 1.095
57 N 6.07464 -17.38029 -15.69066  C53 1.458, H67 1.017, H68 1.016
58 H 5.42915 -14.98233 -14.28903  C52 1.085
59 H 6.96352 -14.26903 -14.70472  C52 1.096
60 H 7.04032 -15.75355 -13.84052  C52 1.093
61 H 5.85680 -15.52898 -16.63052  C53 1.096
62 H 8.50652 -16.60455 -15.70027  C54 1.104
63 H 8.49514 -15.02398 -16.30007  C54 1.098
64 H 6.94889 -16.32561 -19.22701  C56 1.095
65 H 8.65562 -15.80634 -19.53461  C56 1.088
66 H 7.54309 -14.84360 -18.55559  C56 1.095
67 H 6.66839 -17.80048 -14.97989  N57 1.017
68 H 6.26792 -17.92782 -16.52495  N57 1.016
69 C 6.88839 -5.60220 -21.25323  C70 1.520, H75 1.096, H76 1.093, H77 1.089
70 C 7.62773 -6.81324 -21.79763  C69 1.520, C71 1.528, N74 1.502, H78 1.091
71 C 8.81713 -7.25447 -20.94587  C70 1.528, O72 1.413, H79 1.097, H80 1.099
72 O 9.62460 -6.13585 -20.63965  C71 1.413, C73 1.415
73 C 10.84722 -6.48212 -20.01776  O72 1.415, H81 1.094, H82 1.089, H83 1.096
74 N 6.70768 -7.99946 -21.85310  C70 1.502, H84 1.029, H85 1.022
75 H 6.11682 -5.35351 -21.99031  C69 1.096
76 H 7.53937 -4.72400 -21.27387  C69 1.093
77 H 6.43386 -5.73726 -20.27303  C69 1.089
78 H 7.95512 -6.58793 -22.81361  C70 1.091
79 H 9.44900 -7.97173 -21.48373  C71 1.097
80 H 8.40158 -7.68223 -20.02224  C71 1.099
81 H 10.72963 -7.12373 -19.13983  C73 1.094
82 H 11.27280 -5.52810 -19.70976  C73 1.089
83 H 11.51499 -6.95607 -20.74574  C73 1.096
84 H 6.04022 -7.71949 -22.58482  N74 1.029
85 H 6.12626 -7.84890 -21.02650  N74 1.022
86 C -0.38761 -9.88680 -23.88094  C87 1.517, H92 1.095, H93 1.090, H94 1.092
87 C -0.74624 -11.35349 -24.03023  C86 1.517, C88 1.529, N91 1.465, H95 1.098
88 C 0.22344 -12.25347 -23.26309  C87 1.529, O89 1.403, H96 1.096, H97 1.090
89 O 1.56297 -11.98680 -23.58317  C88 1.403, C90 1.411
90 C 2.02767 -12.45886 -24.82905  O89 1.411, H98 1.099, H99 1.087, H100 1.094
91 N -2.06857 -11.55124 -23.43114  C87 1.465, H101 1.012, H102 1.008
92 H 0.57772 -9.68020 -24.35557  C86 1.095
93 H -0.27312 -9.60846 -22.83298  C86 1.090
94 H -1.07662 -9.20909 -24.38914  C86 1.092
95 H -0.76529 -11.61996 -25.09543  C87 1.098
96 H -0.03891 -13.29575 -23.47868  C88 1.096
97 H 0.08679 -12.04333 -22.20243  C88 1.090
98 H 1.88682 -13.54778 -24.88010  C90 1.099
99 H 3.09235 -12.23778 -24.82610  C90 1.087
100 H 1.49727 -12.05015 -25.69414  C90 1.094
101 H -2.41158 -12.50101 -23.49693  N91 1.012
102 H -2.78112 -10.91649 -23.75596  N91 1.008
103 C 5.71265 -15.60967 -27.39063  C104 1.529, H109 1.094, H110 1.095, H111 1.088
104 C 5.64457 -15.72451 -25.86702  C103 1.529, C105 1.512, N108 1.454, H112 1.097
105 C 5.37479 -17.12906 -25.37555  C104 1.512, O106 1.413, H113 1.097, H114 1.103
106 O 4.07873 -17.51063 -25.78909  C105 1.413, C107 1.403
107 C 3.76452 -18.84300 -25.48041  O106 1.403, H115 1.097, H116 1.100, H117 1.088
108 N 6.81650 -15.24401 -25.15244  C104 1.454, H118 1.008, H119 1.010
109 H 4.74377 -15.92371 -27.79096  C103 1.094
110 H 6.46839 -16.27701 -27.81863  C103 1.095
111 H 5.89115 -14.59051 -27.72842  C103 1.088
112 H 4.79326 -15.07270 -25.63708  C104 1.097
113 H 5.47434 -17.18760 -24.28464  C105 1.097
114 H 6.11342 -17.82202 -25.81148  C105 1.103
115 H 3.81817 -19.04295 -24.40319  C107 1.097
116 H 4.45948 -19.54262 -25.96745  C107 1.100
117 H 2.77363 -19.04910 -25.87851  C107 1.088
118 H 7.08653 -14.28174 -25.28275  N108 1.008
119 H 7.61175 -15.85707 -25.26049  N108 1.010
120 C -1.11859 -16.64623 -20.67792  C121 1.511, H126 1.093, H127 1.093, H128 1.092
121 C -0.51583 -15.74000 -21.72621  C120 1.511, C122 1.525, N125 1.474, H129 1.091
122 C 0.85415 -16.28823 -22.10968  C121 1.525, O123 1.418, H130 1.100, H131 1.102
123 O 1.41420 -15.50867 -23.15324  C122 1.418, C124 1.410
124 C 2.78537 -15.80419 -23.29762  O123 1.410, H132 1.087, H133 1.099, H134 1.094
125 N -1.39476 -15.68090 -22.90763  C121 1.474, H135 1.017, H136 1.018
126 H -1.10497 -17.70547 -20.94674  C120 1.093
127 H -2.17798 -16.43246 -20.51325  C120 1.093
128 H -0.61694 -16.52615 -19.71579  C120 1.092
129 H -0.36920 -14.71261 -21.38890  C121 1.091
130 H 0.82168 -17.33002 -22.45990  C122 1.100
131 H 1.52517 -16.23547 -21.23732  C122 1.102
132 H 3.18818 -15.44054 -24.23915  C124 1.087
133 H 2.94176 -16.88990 -23.36156  C124 1.099
134 H 3.34682 -15.41039 -22.44550  C124 1.094
135 H -1.69295 -16.61543 -23.17657  N125 1.017
136 H -0.83142 -15.38437 -23.70159  N125 1.018
137 C 5.54977 -19.07186 -20.94802  C138 1.535, H143 1.095, H144 1.088, H145 1.093
138 C 5.12574 -19.22145 -19.48084  C137 1.535, C139 1.509, N142 1.473, H146 1.096
139 C 3.90926 -18.40991 -19.10899  C138 1.509, O140 1.419, H147 1.097, H148 1.098
140 O 3.99875 -17.05658 -19.52532  C139 1.419, C141 1.412
141 C 3.27555 -16.20632 -18.65992  O140 1.412, H149 1.092, H150 1.096, H151 1.092
142 N 4.83536 -20.61560 -19.10333  C138 1.473, H152 1.016, H153 1.020
143 H 4.63484 -19.02884 -21.54838  C137 1.095
144 H 6.21219 -19.88114 -21.24737  C137 1.088
145 H 6.04599 -18.11646 -21.13925  C137 1.093
146 H 5.93467 -18.89494 -18.81800  C138 1.096
147 H 3.88024 -18.47593 -18.01409  C139 1.097
148 H 2.94230 -18.78623 -19.46955  C139 1.098
149 H 3.41630 -16.47140 -17.60996  C141 1.092
150 H 2.21691 -16.20118 -18.94366  C141 1.096
151 H 3.60330 -15.17019 -18.76727  C141 1.092
152 H 5.62938 -21.19732 -19.35413  N142 1.016
153 H 4.10503 -20.94477 -19.73547  N142 1.020
154 C 3.50917 -9.15151 -23.26999  C155 1.510, H160 1.092, H161 1.097, H162 1.090
155 C 3.51984 -7.79655 -23.93729  C154 1.510, C156 1.528, N159 1.473, H163 1.097
156 C 3.04291 -6.70835 -22.97670  C155 1.528, O157 1.398, H164 1.108, H165 1.097
157 O 1.69075 -6.83849 -22.64446  C156 1.398, C158 1.408
158 C 0.83113 -5.88572 -23.22465  O157 1.408, H166 1.090, H167 1.092, H168 1.094
159 N 4.86822 -7.47498 -24.43425  C155 1.473, H169 1.016, H170 1.011
160 H 2.56544 -9.41024 -22.78603  C154 1.092
161 H 4.17878 -9.20279 -22.40316  C154 1.097
162 H 3.75112 -9.92192 -24.00274  C154 1.090
163 H 2.81267 -7.80572 -24.77640  C155 1.097
164 H 3.19448 -5.75075 -23.51385  C156 1.108
165 H 3.70268 -6.54789 -22.11565  C156 1.097
166 H -0.19695 -6.21957 -23.08096  C158 1.090
167 H 0.99091 -5.77172 -24.29879  C158 1.092
168 H 0.92394 -4.94583 -22.67175  C158 1.094
169 H 5.33792 -8.33576 -24.69998  N159 1.016
170 H 4.79651 -6.88727 -25.25406  N159 1.011
171 C 11.80062 -13.20654 -21.78561  C172 1.529, H177 1.092, H178 1.092, H179 1.093
172 C 12.69541 -13.98328 -22.75235  C171 1.529, C173 1.525, N176 1.478, H180 1.090
173 C 13.17545 -15.25573 -22.06182  C172 1.525, O174 1.430, H181 1.095, H182 1.095
174 O 14.14475 -15.84604 -22.93139  C173 1.430, C175 1.414
175 C 14.25202 -17.24875 -22.78679  O174 1.414, H183 1.098, H184 1.099, H185 1.085
176 N 11.91036 -14.30701 -23.96231  C172 1.478, H186 1.015, H187 1.016
177 H 11.09120 -13.88230 -21.30355  C171 1.092
178 H 11.24553 -12.40259 -22.27376  C171 1.092
179 H 12.41225 -12.69822 -21.03571  C171 1.093
180 H 13.53306 -13.36630 -23.07863  C172 1.090
181 H 12.32539 -15.93814 -21.95636  C173 1.095
182 H 13.68169 -15.03290 -21.11658  C173 1.095
183 H 13.29568 -17.73582 -23.01943  C175 1.098
184 H 14.47031 -17.51131 -21.74229  C175 1.099
185 H 15.06105 -17.56519 -23.43725  C175 1.085
186 H 12.10012 -15.25076 -24.28290  N176 1.015
187 H 10.93155 -14.30997 -23.68975  N176 1.016

E   -86498.096 eV
Energy above the lowest of the compared OMol25 structures with the same formula, charge and spin   109.84 kJ/mol
SMILES   COC[C@H](C)N.COC[C@H](C)N.COC[C@H](C)N.COC[C@H](C)N.COC[C@H](C)N.COC[C@H](C)N.COC[C@H](C)N.COC[C@H](C)N.COC[C@H](C)N.COC[C@H](C)N.COC[C@H](C)N
HOMO energy   -8.8 eV
Charge   0
HOMO-LUMO gap   9.3 eV